Entry from the OMol25 dataset: CH12Ba2O9 as an isolated structure at a distorted geometry (ωB97M-V/def2-TZVPD).

Positions of all 24 atoms, in Å:
Ba  -1.232  2.466  2.054
Ba  -3.090  1.639  -0.981
C  -0.650  0.888  -0.322
O  0.505  0.572  0.057
O  -1.226  1.810  0.217
O  -1.250  0.221  -1.215
O  2.000  -0.683  -1.085
H  2.886  -0.973  -0.867
H  1.606  -0.460  -0.242
O  -2.047  -1.579  -0.730
H  -2.626  -1.719  -1.479
H  -1.820  -0.650  -0.772
O  1.986  1.818  0.560
H  2.292  2.296  -0.212
H  1.156  1.428  0.286
O  0.106  -1.462  1.009
H  0.825  -1.338  1.629
H  0.165  -0.710  0.419
O  0.173  -1.689  -1.670
H  -0.511  -1.179  -1.237
H  -0.024  -2.598  -1.440
O  -0.063  0.720  2.213
H  0.003  0.546  1.274
H  0.834  0.636  2.536

Its charge is +2. The lowest unoccupied orbital energy is -0.337 Ha. The HOMO energy is -13.5 eV. As for the molecular weight: 442.75 g mol⁻¹. The calculation puts the frontier orbital gap at 4.4 eV.